Here is a 9-piece molecular cluster, C47H113Br2N7O17 overall in a non-equilibrium geometry from OMol25. Energies are from the ωB97M-V functional and the def2-TZVPD basis.

Geometry as ORCA input:
```
! RIJCOSX wB97M-V def2-TZVPD def2/J DEFGRID3
* xyz 0 1
C -6.997 2.946 -1.123
O -6.592 2.234 -2.278
C -5.559 1.301 -2.003
C -4.817 0.982 -3.286
N -3.650 1.824 -3.542
C -2.951 1.513 -4.747
C -1.884 2.641 -4.965
O -2.481 3.855 -5.316
C -2.829 3.967 -6.690
H -6.204 3.148 -0.400
H -7.752 2.324 -0.626
H -7.501 3.879 -1.369
H -6.032 0.363 -1.690
H -4.871 1.588 -1.204
H -5.551 0.999 -4.107
H -4.503 -0.065 -3.287
H -3.987 2.781 -3.545
H -3.637 1.488 -5.609
H -2.400 0.569 -4.758
H -1.122 2.304 -5.676
H -1.354 2.716 -4.018
H -3.323 3.041 -6.998
H -1.918 4.026 -7.292
H -3.454 4.840 -6.832
C -0.381 -1.981 -5.003
O -0.939 -2.961 -4.174
C -2.279 -3.297 -4.479
C -2.772 -4.403 -3.571
N -2.056 -5.622 -3.857
C -2.624 -6.814 -3.181
C -2.062 -8.083 -3.777
O -2.487 -8.244 -5.104
C -1.996 -9.371 -5.788
H -0.752 -2.037 -6.036
H 0.699 -2.113 -5.068
H -0.641 -0.973 -4.652
H -2.396 -3.603 -5.525
H -2.902 -2.411 -4.299
H -3.813 -4.614 -3.873
H -2.744 -4.014 -2.555
H -2.173 -5.934 -4.818
H -3.719 -6.751 -3.195
H -2.266 -6.778 -2.148
H -2.402 -8.961 -3.208
H -0.964 -8.075 -3.735
H -0.920 -9.249 -5.937
H -2.483 -9.421 -6.759
H -2.216 -10.303 -5.261
C 0.579 -1.875 2.386
O 0.984 -2.796 3.362
C 2.004 -2.314 4.186
C 2.433 -3.291 5.307
N 1.271 -3.487 6.146
C 1.530 -4.462 7.206
C 0.454 -4.367 8.272
O 0.546 -5.521 9.088
C -0.127 -5.284 10.310
H 0.003 -2.334 1.579
H 1.467 -1.504 1.859
H -0.093 -1.146 2.854
H 1.684 -1.383 4.678
H 2.874 -2.018 3.582
H 3.293 -2.821 5.804
H 2.792 -4.216 4.852
H 0.884 -2.614 6.502
H 2.529 -4.410 7.667
H 1.566 -5.475 6.794
H -0.540 -4.275 7.802
H 0.451 -3.428 8.844
H -0.201 -6.232 10.845
H -1.192 -5.065 10.133
H 0.254 -4.467 10.924
C 3.366 -4.088 -6.446
O 2.970 -3.280 -5.350
C 4.098 -2.576 -4.849
C 3.660 -1.683 -3.698
N 3.699 -2.418 -2.418
C 3.002 -1.616 -1.369
C 1.531 -1.928 -1.287
O 1.354 -3.305 -1.000
C -0.027 -3.632 -1.027
H 2.485 -4.475 -6.955
H 3.985 -4.907 -6.074
H 3.907 -3.531 -7.217
H 4.579 -1.930 -5.589
H 4.812 -3.333 -4.502
H 2.698 -1.177 -3.837
H 4.426 -0.908 -3.581
H 3.117 -3.228 -2.636
H 3.253 -0.577 -1.572
H 3.538 -1.867 -0.451
H 0.952 -1.580 -2.152
H 1.109 -1.351 -0.453
H -0.626 -3.178 -1.814
H -0.413 -3.565 -0.005
H -0.094 -4.707 -1.225
C 1.060 2.317 -2.808
O 2.218 1.527 -2.924
C 3.470 2.185 -2.837
C 3.782 3.056 -4.048
N 4.152 2.355 -5.256
C 3.062 1.644 -5.911
C 3.451 1.283 -7.331
O 4.666 0.570 -7.363
C 5.436 0.776 -8.515
H 0.860 2.871 -3.731
H 1.178 2.961 -1.932
H 0.247 1.607 -2.670
H 4.203 1.385 -2.753
H 3.482 2.756 -1.898
H 4.605 3.711 -3.737
H 2.997 3.791 -4.245
H 5.052 1.925 -5.364
H 2.194 2.314 -5.914
H 2.648 0.806 -5.339
H 3.549 2.231 -7.878
H 2.687 0.746 -7.905
H 4.821 0.694 -9.422
H 6.255 0.067 -8.589
H 5.819 1.803 -8.567
C 0.208 5.615 5.983
O -0.154 6.361 4.847
C 0.939 7.129 4.372
C 0.588 7.842 3.086
N 0.353 6.945 1.962
C -0.253 7.637 0.836
C -0.666 6.629 -0.235
O -1.662 5.799 0.328
C -2.075 4.811 -0.605
H 0.627 4.624 5.776
H -0.745 5.497 6.512
H 0.860 6.100 6.717
H 1.774 6.464 4.108
H 1.335 7.848 5.094
H 1.379 8.509 2.732
H -0.274 8.497 3.291
H -0.219 6.148 2.212
H 0.461 8.381 0.481
H -1.183 8.139 1.143
H 0.224 6.059 -0.526
H -1.078 7.158 -1.101
H -1.282 4.080 -0.770
H -2.501 5.234 -1.516
H -2.864 4.214 -0.140
C -2.479 0.577 3.552
O -1.506 0.923 4.514
C -1.273 -0.122 5.427
C -0.112 0.313 6.323
N 0.285 -0.846 7.134
C 1.388 -0.551 8.058
C 1.022 0.276 9.269
O -0.060 -0.417 9.867
C -0.681 0.282 10.908
H -2.126 -0.242 2.918
H -2.764 1.464 2.988
H -3.416 0.228 4.006
H -1.126 -1.106 4.971
H -2.120 -0.272 6.114
H -0.319 1.207 6.925
H 0.772 0.632 5.761
H -0.505 -1.042 7.748
H 2.209 -0.141 7.464
H 1.773 -1.518 8.396
H 0.759 1.317 9.028
H 1.839 0.446 9.980
H -1.427 0.987 10.516
H 0.074 0.769 11.533
H -1.307 -0.303 11.588
Br -0.390 1.412 0.115
C -2.182 0.748 -0.389
C -1.931 -0.728 -0.755
Br -3.627 -1.555 -1.308
H -2.430 1.116 -1.388
H -2.957 1.000 0.324
H -1.574 -1.296 0.099
H -1.223 -0.777 -1.575
C 1.098 3.604 2.177
C 0.695 2.482 3.144
O 1.790 1.547 2.996
C 2.424 1.760 1.834
O 3.228 1.067 1.311
O 1.975 2.933 1.285
H 1.664 4.394 2.659
H 0.186 3.910 1.665
H -0.164 1.861 2.934
H 0.665 2.935 4.132
*
```

Structure (SMILES): COCCNCCOC.COCCNCCOC.COCCNCCOC.COCCNCCOC.COCCNCCOC.COCCNCCOC.COCCNCCOC.O=C1OCCO1.BrCCBr
Energy above the lowest of the compared OMol25 structures with the same formula, charge and spin: 0.00 kcal per mole
Frontier orbital gap: 8.35 eV

Löwdin atomic charge list, values in e, 2 entries: number 1, C, carries -0.109; number 2, O, carries -0.179

***

Here is a 12-piece molecular cluster, C47H123N5O17 overall in a non-equilibrium geometry from OMol25. Energies are from the ωB97M-V functional and the def2-TZVPD basis.

Geometry as ORCA input:
```
! RIJCOSX wB97M-V def2-TZVPD def2/J DEFGRID3
* xyz 0 1
C 15.057 16.212 19.224
C 15.292 16.877 17.846
C 15.376 15.989 16.663
O 14.160 17.812 17.624
H 14.113 15.635 19.200
H 14.985 16.991 19.983
H 15.898 15.536 19.485
H 16.191 17.457 17.973
H 16.272 15.337 16.591
H 15.332 16.475 15.708
H 14.561 15.279 16.596
H 13.463 17.794 18.282
C 15.826 12.813 18.948
C 14.437 12.546 19.354
C 13.573 12.202 18.193
O 14.554 11.490 20.295
H 16.439 13.030 19.826
H 15.877 13.715 18.319
H 16.207 11.965 18.369
H 14.091 13.456 19.883
H 13.877 11.261 17.685
H 13.720 13.035 17.500
H 12.533 12.069 18.450
H 13.654 11.182 20.506
C 12.515 13.948 14.124
C 11.264 14.151 14.944
C 10.793 15.613 14.874
O 10.163 13.280 14.524
H 12.158 14.041 13.100
H 12.859 12.916 14.286
H 13.287 14.657 14.361
H 11.284 13.883 15.974
H 9.750 15.737 15.279
H 10.752 15.915 13.812
H 11.449 16.346 15.327
H 10.171 13.141 13.546
C 20.684 15.456 18.084
O 20.611 14.120 17.617
C 19.514 13.454 18.258
C 19.530 12.007 17.845
N 20.640 11.369 18.498
C 20.783 9.939 18.125
C 22.179 9.364 18.178
O 22.570 9.469 19.522
C 23.773 8.845 19.739
H 19.731 15.975 17.827
H 21.495 15.915 17.552
H 20.916 15.518 19.195
H 18.595 13.971 17.932
H 19.594 13.643 19.359
H 19.580 11.982 16.786
H 18.601 11.461 18.127
H 21.502 11.801 18.268
H 20.458 9.779 17.027
H 20.057 9.354 18.707
H 22.929 9.888 17.572
H 22.156 8.303 17.924
H 23.711 7.785 19.409
H 23.959 8.782 20.798
H 24.611 9.373 19.245
C 9.631 12.593 10.680
O 10.557 12.297 11.729
C 10.872 10.875 11.769
C 11.912 10.643 12.804
N 11.389 10.574 14.151
C 12.373 10.085 15.087
C 11.710 9.747 16.383
O 12.693 8.988 17.139
C 12.068 8.448 18.286
H 9.750 13.554 10.225
H 8.652 12.714 11.199
H 9.583 11.845 9.883
H 11.159 10.567 10.762
H 9.939 10.350 11.977
H 12.773 11.310 12.625
H 12.222 9.643 12.619
H 11.058 11.492 14.509
H 13.292 10.698 15.208
H 12.764 9.125 14.691
H 10.776 9.195 16.169
H 11.428 10.684 16.887
H 11.121 7.921 17.987
H 11.903 9.205 19.014
H 12.760 7.736 18.739
C 16.145 10.989 9.977
O 16.615 10.985 11.287
C 15.957 10.036 12.099
C 16.228 10.447 13.558
N 15.530 11.698 13.913
C 15.777 12.153 15.274
C 17.145 12.794 15.482
O 17.369 13.886 14.531
C 18.688 14.297 14.400
H 15.065 11.139 9.973
H 16.371 10.066 9.458
H 16.559 11.818 9.404
H 16.309 9.025 11.867
H 14.899 10.093 11.950
H 17.339 10.491 13.743
H 15.787 9.659 14.190
H 15.742 12.406 13.236
H 15.582 11.350 15.988
H 15.043 12.935 15.460
H 17.986 12.045 15.395
H 17.075 13.191 16.537
H 19.368 13.555 14.089
H 18.983 14.757 15.313
H 18.758 15.087 13.579
C 14.192 18.760 22.366
O 15.143 18.117 21.583
C 16.422 18.767 21.646
C 17.412 17.833 21.068
N 17.406 16.561 21.826
C 18.522 15.696 21.357
C 18.542 14.322 22.062
O 17.201 13.793 22.034
C 17.280 12.518 22.627
H 13.269 18.177 22.371
H 13.947 19.763 21.987
H 14.478 18.770 23.456
H 16.619 18.981 22.686
H 16.292 19.681 21.080
H 18.381 18.316 21.360
H 17.292 17.797 19.943
H 16.492 16.081 21.747
H 19.421 16.249 21.618
H 18.438 15.438 20.273
H 18.930 14.373 23.097
H 19.245 13.688 21.481
H 18.155 12.069 22.202
H 16.408 11.936 22.295
H 17.379 12.519 23.717
C 10.323 13.978 27.679
O 11.400 13.438 26.895
C 10.922 12.466 25.999
C 12.075 11.986 25.133
N 12.360 12.975 24.061
C 13.671 12.775 23.359
C 14.021 13.909 22.424
O 13.942 15.089 23.200
C 15.062 15.242 24.037
H 9.618 14.450 27.023
H 10.739 14.748 28.296
H 9.850 13.179 28.269
H 10.128 12.792 25.332
H 10.617 11.589 26.590
H 11.822 11.043 24.638
H 13.009 11.839 25.735
H 12.395 13.930 24.483
H 13.534 11.891 22.729
H 14.509 12.614 24.042
H 13.330 14.029 21.589
H 14.996 13.629 22.019
H 15.180 16.290 24.304
H 15.962 14.880 23.567
H 14.926 14.597 24.903
C 18.260 8.129 20.150
C 17.588 9.515 20.337
O 16.555 9.592 19.383
H 19.256 8.110 20.589
H 18.297 7.874 19.112
H 17.627 7.334 20.584
H 18.292 10.310 20.129
H 17.225 9.523 21.359
H 15.852 10.228 19.535
C 18.184 7.425 15.378
C 16.907 7.801 16.123
O 17.024 9.145 16.524
H 18.135 6.417 14.968
H 19.076 7.525 16.023
H 18.305 8.152 14.590
H 16.706 7.145 16.966
H 16.071 7.661 15.447
H 16.952 9.215 17.476
C 10.547 12.286 20.114
C 9.717 12.329 21.410
O 10.311 11.689 22.501
H 10.761 11.233 19.855
H 11.520 12.811 20.046
H 9.940 12.727 19.342
H 8.753 11.837 21.310
H 9.482 13.417 21.618
H 10.979 12.308 22.910
C 13.857 8.423 21.599
C 12.367 8.639 21.749
O 12.116 9.969 21.316
H 14.152 8.515 20.546
H 14.046 7.429 21.960
H 14.444 9.128 22.165
H 12.096 8.425 22.800
H 11.824 7.896 21.198
H 11.273 10.233 21.682
*
```

Structure (SMILES): COCCNCCOC.COCCNCCOC.COCCNCCOC.COCCNCCOC.COCCNCCOC.CC(C)O.CC(C)O.CC(C)O.CCO.CCO.CCO.CCO
Energy above the lowest of the compared OMol25 structures with the same formula, charge and spin: 0.00 kcal per mole
Frontier orbital gap: 8.90 eV

Löwdin atomic charge list, values in e, 2 entries: number 1, C, carries -0.045; number 2, C, carries -0.419

***

For the records above, the corresponding calculated total energy values read -235884.1716, -92983.8073 eV.
For the records above, the corresponding E_HOMO values read -0.29267, -0.30021 Eh.